The following is a DFT calculation (ωB97M-V with the def2-TZVPD basis set) of a 14-piece molecular cluster, C54H95F3N8O11 overall in a non-equilibrium geometry.

Molar mass: 1089.39 g/mol
LUMO energy: 0.49 eV
Strongest force on any atom: 0.0696 Eh/bohr
Gap between HOMO and LUMO: 9.33 eV

```
171
Properties=species:S:1:pos:R:3:forces:R:3
C -0.2455 2.9724 -6.5240 0.02 1.60 0.73
C 0.4064 1.7174 -6.0516 1.14 -0.74 0.47
C 1.1394 2.0957 -4.7618 -1.27 -1.19 0.36
O 0.3491 3.1085 -4.1765 -0.11 0.96 -0.64
C -0.5047 3.7543 -5.2017 -0.35 -1.98 1.10
H -1.1382 2.7333 -7.0565 -0.80 0.12 -0.32
H 0.3508 3.6318 -7.1562 0.32 -0.40 -0.15
H 1.1231 1.2805 -6.7406 -0.13 -0.14 -0.35
H -0.3484 0.9650 -5.7853 0.13 0.19 -0.20
H 2.1949 2.2970 -4.8163 0.53 0.84 -0.55
H 1.0987 1.2193 -4.1114 -0.09 -0.05 0.34
H -0.2887 4.8049 -5.2125 0.24 0.51 -0.25
H -1.5285 3.6015 -4.8054 0.35 0.19 -0.44
C 4.2717 4.7531 -1.6759 -0.95 -1.37 -0.90
C 3.4826 3.4281 -1.8910 -1.48 -0.59 -0.18
C 4.2529 2.3569 -1.1341 0.18 -0.33 0.67
O 5.4914 3.0083 -0.7489 -0.23 -1.33 0.96
C 5.6500 4.1619 -1.4975 0.33 0.72 -1.69
H 3.9571 5.3463 -0.8541 -0.41 0.12 1.11
H 4.0652 5.3525 -2.5483 0.62 0.35 -0.45
H 3.4791 3.1254 -2.9532 0.02 0.57 0.19
H 2.4062 3.3940 -1.5535 1.15 0.48 -0.37
H 4.4481 1.3989 -1.7200 -0.07 1.34 0.78
H 3.6878 2.1019 -0.2069 0.67 -0.02 -0.48
H 6.0213 3.8668 -2.4993 0.18 0.32 0.14
H 6.3704 4.8441 -1.0459 0.03 -0.22 0.22
C 2.0223 -5.2924 0.1092 0.99 -0.82 -0.23
C 3.2017 -4.4788 -0.4807 0.60 -0.55 -0.15
C 3.0006 -3.0745 0.0963 -1.16 0.49 -0.73
O 1.8093 -3.1379 0.8524 -1.14 0.46 0.42
C 1.6001 -4.4724 1.2769 -2.05 0.87 -0.79
H 2.2743 -6.3471 0.3662 -0.17 0.75 -0.29
H 1.2620 -5.2616 -0.6632 -0.40 -0.29 0.13
H 3.1370 -4.6131 -1.5809 0.47 0.58 0.64
H 4.1891 -4.7877 -0.0987 -0.39 -0.43 -0.46
H 2.7915 -2.2577 -0.6140 0.60 -0.40 -0.03
H 3.7750 -2.7871 0.7855 0.85 0.12 0.01
H 0.5213 -4.5656 1.5228 0.56 -0.06 -0.18
H 2.1286 -4.6113 2.1644 1.23 -0.73 1.60
F 3.6199 -3.4071 -5.3332 -0.41 -0.99 -0.41
C 4.2260 -2.3814 -4.7751 0.45 2.09 -0.18
C 3.4828 -1.2957 -4.3355 -0.70 0.70 0.06
C 4.1355 -0.1883 -3.7483 -0.87 -1.50 -0.41
C 5.5136 -0.1144 -3.6881 -0.58 -1.42 -0.22
C 6.2510 -1.2092 -4.1333 -0.96 -0.63 -1.49
C 5.6051 -2.2795 -4.7771 0.71 -0.88 1.27
H 2.3892 -1.2206 -4.5365 0.85 -0.47 0.52
H 3.4896 0.5126 -3.2390 0.11 0.50 -0.41
H 5.8899 0.7663 -3.2838 1.21 1.15 0.78
H 7.3060 -1.3695 -4.1872 0.67 0.89 0.51
H 6.2405 -3.1311 -5.0723 -0.58 0.45 -0.12
F 1.2280 -5.5362 -4.8211 0.22 -0.40 -0.65
C 0.5654 -4.3629 -4.7626 0.94 -1.21 1.18
C 0.0648 -4.1005 -3.5039 0.16 -0.33 0.06
C -0.5818 -2.9214 -3.2871 -1.40 1.45 0.54
C -0.7250 -2.0004 -4.3444 -0.43 -0.02 -0.06
C -0.1758 -2.3281 -5.5746 -0.18 0.50 -1.01
C 0.5112 -3.5220 -5.8096 -0.29 0.98 -1.17
H 0.2408 -4.8807 -2.7747 -0.24 0.17 0.22
H -1.1078 -2.6566 -2.3442 0.75 -0.37 -0.59
H -1.3585 -1.1012 -4.2115 0.71 -0.55 -0.03
H -0.2888 -1.7116 -6.4806 -0.10 0.13 0.77
H 0.9265 -3.7011 -6.8125 -0.13 -0.23 0.77
F 4.1155 -0.1342 2.2009 -0.09 0.06 -0.31
C 4.1479 -0.7596 3.3740 0.42 -0.87 3.01
C 3.3606 -1.8711 3.6545 -0.24 -0.44 -1.40
C 3.4077 -2.5815 4.8468 0.43 -0.20 0.63
C 4.2836 -2.1090 5.8319 -1.19 -3.02 1.51
C 5.0682 -1.0443 5.5734 2.40 1.12 1.41
C 5.0319 -0.3597 4.3934 0.07 1.56 -2.88
H 2.8403 -2.2791 2.8112 -0.77 -0.10 -0.22
H 2.8812 -3.5569 5.0189 0.29 1.30 -0.46
H 4.4190 -2.7310 6.7938 -0.26 1.27 -1.60
H 5.8794 -0.8117 6.2990 -0.80 0.10 -0.52
H 5.7268 0.4542 4.0799 -0.42 -0.63 0.82
C -1.2584 -0.2709 -0.3319 0.37 0.69 -0.49
O -1.5506 -0.3901 -1.5312 1.15 0.05 1.34
N -0.0177 0.0002 0.2112 -1.23 -0.24 -0.38
C 0.1974 0.1353 1.6645 -1.23 -0.17 -0.76
C 1.0768 0.1888 -0.7062 0.90 -0.49 0.32
H -2.0668 -0.2810 0.3912 -0.10 -0.22 0.64
H 0.9111 0.8924 1.8704 0.52 1.19 -0.09
H 0.6351 -0.7330 2.1184 -0.02 -0.88 0.05
H -0.7594 0.3975 2.1446 0.38 -0.12 -0.13
H 1.1917 1.1896 -1.0802 -0.68 0.73 -0.54
H 2.0362 0.0802 -0.2025 -0.02 -0.63 0.32
H 1.0000 -0.5383 -1.5125 0.06 0.15 -0.16
C -0.8279 -2.8199 3.2743 -1.71 0.07 2.10
O -0.0979 -2.4549 4.1781 0.62 0.02 -0.16
N -2.1151 -3.2520 3.4906 1.28 0.64 1.02
C -2.8552 -3.6010 2.3624 -0.99 -0.99 -1.87
C -2.7371 -3.3462 4.8416 1.12 -0.95 -0.87
H -0.5808 -2.7830 2.2268 0.36 0.00 -0.67
H -3.8498 -3.2010 2.3597 -0.43 0.98 -0.19
H -3.0870 -4.6512 2.3303 0.23 -0.98 0.06
H -2.3324 -3.3834 1.4041 -0.44 0.19 0.73
H -3.4546 -2.5681 5.0209 -0.22 0.60 -0.02
H -3.2624 -4.3174 4.9858 0.51 0.49 -0.33
H -1.8948 -3.2759 5.5300 -0.31 0.06 0.21
C -1.6832 3.0870 0.4785 0.12 -1.15 1.11
O -2.3961 2.2808 1.1003 0.25 0.88 -0.83
N -1.8338 3.5884 -0.7481 0.72 -0.07 1.06
C -0.6933 4.4433 -1.1697 -1.28 -0.53 -0.88
C -2.9486 3.2089 -1.6425 2.46 -2.01 0.22
H -0.7134 3.4381 0.9169 -0.61 -0.17 0.05
H -0.2653 3.9997 -2.0535 0.00 0.22 -0.74
H 0.1346 4.5021 -0.4823 -0.15 -0.24 0.75
H -1.0957 5.4318 -1.3155 0.17 0.53 -0.49
H -3.6757 2.6218 -1.0901 0.05 0.16 0.15
H -3.3487 4.0829 -2.0286 -1.01 1.58 -0.92
H -2.5239 2.5466 -2.4478 -0.62 0.67 0.57
C -1.4089 0.0059 6.1161 -0.62 0.07 -0.22
O -2.5713 0.0105 6.5427 1.82 0.38 -0.50
N -0.5973 1.0806 5.8360 -1.36 0.47 0.59
C 0.7600 0.8359 5.4145 0.49 0.92 0.10
C -0.9756 2.4108 6.3724 -0.15 -0.92 0.06
H -0.8719 -0.9141 5.8237 -0.34 -0.11 0.16
H 0.9430 -0.2094 5.2203 -0.06 -0.33 -0.04
H 1.4940 1.2227 6.1266 -0.10 -0.31 0.55
H 1.0295 1.4126 4.5358 -0.38 -0.05 -0.62
H -1.9976 2.3767 6.7444 0.05 -0.32 0.02
H -0.3170 2.6216 7.1919 0.38 0.21 0.67
H -0.9339 3.2697 5.7205 0.27 -0.15 -0.89
C -6.1042 -0.3329 3.6005 -0.83 0.97 -0.04
O -7.2781 -0.0266 3.8010 0.67 -0.34 0.08
N -5.0669 0.5164 3.5667 0.32 1.35 0.66
C -3.7186 0.0112 3.2497 -1.42 0.01 1.33
C -5.2096 1.9384 3.9973 0.58 -0.52 0.65
H -5.7900 -1.3467 3.3630 0.00 -0.57 -0.08
H -3.2367 -0.3628 4.1634 0.06 0.12 -0.32
H -3.1754 0.8117 2.8123 0.66 0.55 -0.54
H -3.9161 -0.7704 2.5525 0.55 -0.74 -0.69
H -4.5238 2.1801 4.8775 -0.84 -0.55 -1.08
H -4.9421 2.6056 3.1770 0.09 -0.08 -0.06
H -6.2486 2.1358 4.2819 0.28 -0.25 -0.04
C -6.0677 -1.6831 0.3582 0.58 2.49 -0.08
O -4.9612 -2.1786 0.1821 -0.56 0.40 -0.15
N -6.4143 -0.3335 0.2171 0.92 -2.12 0.00
C -7.7158 0.1483 0.6943 0.26 -0.14 -1.89
C -5.4238 0.6942 -0.1469 -1.31 -1.17 -0.50
H -6.9152 -2.2379 0.7171 -0.65 -0.67 0.15
H -8.2899 0.6122 -0.1825 0.81 -0.22 1.36
H -7.5002 0.8127 1.5218 -0.64 0.31 0.10
H -8.2884 -0.7178 1.0080 -0.12 0.07 0.35
H -5.2122 1.2588 0.7306 0.55 0.69 0.55
H -4.5476 0.2796 -0.6250 0.26 -0.32 0.31
H -5.9237 1.2797 -0.9007 -0.02 0.73 -0.21
C 2.2868 3.7226 2.0631 -1.03 -0.28 -0.03
O 2.2075 3.9166 0.8531 0.36 -0.07 1.00
N 3.3793 3.5046 2.8095 0.13 -0.86 2.36
C 3.3068 3.3188 4.2838 -1.92 0.97 0.27
C 4.7432 3.4899 2.3974 0.42 2.65 -0.95
H 1.3708 3.6550 2.7266 0.51 0.19 -0.62
H 3.8323 4.1309 4.8069 -0.04 0.00 -0.37
H 3.7377 2.4037 4.6766 0.12 -0.43 -0.57
H 2.2365 3.3628 4.6602 1.17 -0.07 -0.67
H 5.2733 2.6062 2.6435 0.19 -1.17 -0.08
H 4.8006 3.7808 1.3488 0.16 -0.62 -0.08
H 5.2684 4.3121 2.9308 -0.18 -0.34 -0.10
C -3.9077 -0.4797 -3.3613 0.08 -0.31 -1.10
O -3.6934 0.6432 -3.7671 -0.10 0.49 -0.02
N -4.4880 -1.4768 -4.0779 0.07 -0.61 0.84
C -4.5696 -2.7545 -3.3768 -0.74 0.14 -0.46
C -4.9886 -1.3586 -5.4385 1.36 -0.37 -0.25
H -3.5695 -0.8782 -2.4090 0.09 0.41 0.52
H -5.5795 -3.1502 -3.3842 -0.54 0.28 0.36
H -4.1860 -2.7128 -2.3546 -0.15 0.18 -0.23
H -4.0568 -3.4984 -3.9258 1.12 -0.83 -0.58
H -6.0590 -1.5220 -5.4407 -0.21 -0.21 -0.28
H -4.7674 -0.3466 -5.7565 -0.14 0.23 -0.05
H -4.4335 -2.0434 -6.1763 -0.90 0.66 1.20
```
Positions in Å, forces in eV/Å.

Löwdin population analysis, charges in e, atoms 1 to 4: C -0.157; C -0.169; C -0.226; O -0.172